The following is a quantum chemistry calculation of a molecular structure, C14H18BrCrO7P, from the OMol25 dataset.

Structure (XYZ):
```
42
Properties=species:S:1:pos:R:3:forces:R:3:lowdin_charge:R:1
Cr 0.471 -0.119 -0.937 0.043 0.678 0.579 0.687
O 0.292 -0.989 -4.011 -0.014 -0.044 -0.088 0.123
C 0.040 -1.660 -2.879 0.294 -0.545 -0.051 -0.554
O -1.070 -1.856 -2.450 -0.104 0.160 0.030 0.113
C 1.296 -2.353 -2.308 -0.134 -0.082 -0.185 -0.062
O 1.713 -1.835 -1.032 -0.080 0.046 -0.437 -0.193
C 3.077 -1.329 -1.045 -0.097 -0.271 0.129 -0.057
C 3.174 0.050 -1.697 -0.209 0.373 -0.247 -0.613
O 4.268 0.490 -1.975 -0.031 -0.125 0.054 0.080
O 2.028 0.635 -1.885 0.122 -0.178 -0.028 -0.142
H -0.568 -0.729 -4.376 0.001 0.064 -0.034 0.137
H 2.097 -2.273 -3.040 0.063 -0.021 0.065 0.144
H 0.990 -3.390 -2.168 0.165 -0.041 0.023 0.150
H 3.717 -2.050 -1.553 0.049 0.053 0.025 0.138
H 3.367 -1.263 0.002 0.012 0.037 -0.006 0.145
C -0.702 3.106 -0.129 -0.060 0.160 0.028 -0.243
P -0.853 1.889 -1.463 0.173 -0.356 0.073 0.803
C -0.291 2.775 -2.939 -0.031 0.109 -0.086 -0.249
C -2.640 1.673 -1.678 -0.136 0.092 -0.016 -0.248
H -1.268 4.012 -0.358 0.012 -0.001 0.035 0.051
H 0.348 3.358 0.015 0.012 -0.023 -0.036 0.058
H -1.065 2.673 0.803 -0.023 -0.015 -0.014 0.048
H -0.800 3.734 -3.048 0.026 0.001 -0.015 0.050
H -0.472 2.171 -3.828 -0.017 -0.011 0.015 0.043
H 0.786 2.924 -2.861 -0.002 0.009 0.018 0.049
H -3.132 2.616 -1.928 -0.011 -0.020 0.002 0.049
H -3.064 1.281 -0.753 0.023 -0.006 0.010 0.052
H -2.833 0.941 -2.462 0.014 0.015 -0.018 0.042
Br -1.542 -2.056 7.189 -0.020 -0.022 0.094 0.739
C -1.080 -1.536 5.433 -0.012 -0.008 -0.087 -0.694
C -0.085 -0.591 5.245 0.000 0.005 -0.020 -0.117
C 0.250 -0.215 3.953 0.062 0.014 0.052 -0.007
C -0.408 -0.778 2.868 -0.046 -0.001 -0.077 -0.132
C -1.405 -1.725 3.075 -0.002 0.017 0.080 -0.006
C -1.747 -2.112 4.361 0.052 0.052 -0.042 -0.116
C -0.051 -0.373 1.475 -0.474 -0.202 -0.105 -0.586
O -0.749 -0.866 0.515 0.197 0.141 0.125 -0.109
O 0.888 0.417 1.241 0.193 -0.058 0.193 -0.017
H 0.419 -0.158 6.098 0.006 0.002 -0.005 0.101
H 1.029 0.514 3.777 -0.012 0.004 -0.024 0.122
H -1.908 -2.153 2.220 -0.002 -0.003 -0.022 0.120
H -2.519 -2.849 4.531 0.001 -0.001 0.015 0.101
```
Positions in Å, forces in eV/Å.

Computed properties:
HOMO energy (spin up / spin down), hartree: -0.29415 / -0.33652
Gap between HOMO and LUMO (spin up / spin down), eV: 8.24 / 9.31
Calculated total energy, hartree: -5030.90762
Spin multiplicity: 5
Lowest unoccupied orbital energy (spin up / spin down), eV: 0.2 / 0.2
Charge: 0
⟨S²⟩: 6.0163